1.
{
  "formula": "C7H14",
  "method": "the ωB97M-V functional and the def2-TZVPD basis",
  "species": ["C", "C", "C", "C", "C", "C", "C", "H", "H", "H", "H", "H", "H", "H", "H", "H", "H", "H", "H", "H", "H"],
  "coordinates": [[1.03609, -0.90877, -1.18065], [0.30234, -0.97401, 0.16300], [0.17061, -2.42926, 0.62647], [1.02174, -0.17615, 1.21883], [0.49498, 0.82231, 1.92222], [-0.74271, 2.60330, -0.87895], [-1.34095, 1.89140, -1.82754], [2.04368, -1.33514, -1.09420], [0.49813, -1.48309, -1.94484], [1.13937, 0.12299, -1.53554], [-0.70157, -0.54568, 0.03537], [-0.36470, -3.03511, -0.11349], [1.16406, -2.87445, 0.76818], [-0.36434, -2.49217, 1.57963], [1.05771, 1.33469, 2.69839], [2.04899, -0.48958, 1.42242], [-0.52378, 1.16388, 1.74606], [-1.21415, 3.48097, -0.44195], [0.23736, 2.33481, -0.49044], [-0.86859, 1.01498, -2.26639], [-2.32411, 2.15544, -2.20924]],
  "forces_ev_per_a": [[0.054, 0.025, -0.064], [-0.037, 0.043, 0.013], [-0.013, -0.078, 0.031], [-0.056, 0.118, 0.118], [0.060, -0.117, -0.067], [-0.066, -0.084, -0.122], [0.073, 0.087, 0.089], [-0.136, 0.061, 0.008], [0.078, 0.090, 0.121], [-0.007, -0.157, 0.074], [0.144, -0.059, 0.040], [0.071, 0.101, 0.089], [-0.144, 0.057, -0.018], [0.063, 0.002, -0.142], [-0.049, -0.076, -0.139], [-0.122, 0.056, -0.028], [0.137, -0.095, 0.023], [0.050, -0.130, -0.083], [-0.159, 0.028, -0.100], [-0.076, 0.143, 0.083], [0.134, -0.013, 0.073]],
  "total_charge": 0,
  "de_lowest_kj_mol": 162.5,
  "gap_ev": 10.80,
  "smiles": "C=CC(C)C.C=C",
  "e_homo_ev": -9.63,
  "lumo_energy_ev": 1.2,
  "largest_force_ha_per_bohr": 0.004
}

---

2.
{
  "formula": "C39H32BiBr2F10N3O3PS2",
  "method": "the ωB97M-V functional and the def2-TZVPD basis",
  "species": ["Bi", "C", "N", "C", "C", "N", "C", "C", "F", "C", "F", "C", "F", "C", "F", "C", "F", "C", "C", "N", "C", "C", "F", "C", "F", "C", "F", "C", "F", "C", "F", "H", "H", "H", "H", "H", "H", "H", "H", "H", "H", "H", "C", "O", "C", "C", "C", "C", "C", "C", "O", "C", "O", "C", "H", "H", "H", "H", "H", "H", "H", "H", "H", "Br", "C", "Br", "H", "H", "S", "P", "S", "C", "C", "C", "C", "C", "C", "C", "C", "C", "C", "C", "C", "H", "H", "H", "H", "H", "H", "H", "H", "H", "H"],
  "coordinates": [[0.21971, -1.59110, 0.48285], [0.16490, -4.99002, 0.68201], [-0.85706, -3.99250, 0.98856], [-2.03660, -4.13259, 0.13277], [-2.43507, -2.81119, -0.51908], [-1.24509, -2.27329, -1.16382], [-1.40275, -1.45818, -2.25317], [-2.51755, -0.65841, -2.55700], [-3.60783, -0.65838, -1.76405], [-2.57425, 0.14984, -3.67801], [-3.68403, 0.86072, -3.92569], [-1.50000, 0.24191, -4.53927], [-1.54618, 1.05751, -5.59980], [-0.40165, -0.57005, -4.30992], [0.60958, -0.57614, -5.18651], [-0.38697, -1.42291, -3.22807], [0.58199, -2.34250, -3.16195], [-1.18084, -3.99105, 2.41423], [-1.87124, -2.71355, 2.86215], [-0.89401, -1.64867, 2.78753], [-1.05237, -0.55576, 3.53907], [-2.21098, -0.12280, 4.22956], [-3.38457, -0.77818, 4.05925], [-2.21901, 0.95096, 5.09551], [-3.36492, 1.29005, 5.70831], [-1.07355, 1.67900, 5.35710], [-1.07111, 2.66092, 6.27497], [0.07330, 1.34204, 4.65807], [1.21735, 1.99969, 4.88243], [0.05374, 0.29685, 3.76566], [1.20882, -0.00616, 3.12678], [-0.19812, -6.00898, 0.88274], [1.04888, -4.80746, 1.28943], [0.45423, -4.90198, -0.36414], [-2.88551, -4.53664, 0.69907], [-1.80392, -4.83330, -0.67059], [-2.86107, -2.11420, 0.21289], [-3.20885, -3.02829, -1.26048], [-0.24241, -4.06957, 2.96511], [-1.81188, -4.85883, 2.66756], [-2.22040, -2.86340, 3.89139], [-2.76010, -2.51850, 2.24891], [3.66257, 2.52317, -4.19925], [4.38524, 1.30677, -4.25708], [3.94643, 0.29835, -3.46905], [4.67001, -0.90849, -3.56173], [4.32802, -1.94999, -2.75311], [3.26173, -1.89091, -1.82082], [3.07912, -2.99274, -0.91412], [3.84869, -4.28294, -1.14686], [2.38893, -2.95582, 0.11569], [2.46992, -0.69423, -1.79640], [1.35781, -0.51133, -1.16139], [2.88367, 0.39165, -2.61062], [4.09865, 3.17091, -4.95621], [3.75579, 2.99068, -3.21534], [2.60389, 2.36483, -4.41908], [5.50110, -0.96218, -4.25233], [4.93025, -2.84578, -2.80668], [4.89434, -4.14496, -0.86578], [3.79204, -4.60024, -2.18694], [3.42516, -5.05166, -0.50383], [2.29727, 1.29236, -2.50701], [4.30184, -0.89059, 1.60441], [3.79697, -1.60741, 3.32665], [2.97801, -3.34404, 3.21105], [3.08487, -0.93627, 3.78393], [4.69391, -1.70415, 3.92434], [1.59347, 2.51009, 0.17501], [-0.34373, 2.33249, 0.25444], [-1.34128, 0.51445, 0.38761], [-1.03894, 3.33179, 1.62765], [-2.40744, 3.31396, 1.88072], [-2.94325, 4.16391, 2.83383], [-2.11921, 5.03358, 3.53530], [-0.75456, 5.04187, 3.29290], [-0.21310, 4.19292, 2.33762], [-1.18723, 3.18587, -1.14094], [-2.37172, 2.72515, -1.70377], [-2.99743, 3.46030, -2.70081], [-2.45411, 4.66192, -3.12846], [-1.27512, 5.12708, -2.56243], [-0.63985, 4.38973, -1.57623], [-3.04074, 2.62277, 1.33772], [-4.00745, 4.14468, 3.03458], [-2.54311, 5.69087, 4.28384], [-0.10584, 5.70590, 3.85046], [0.85089, 4.18141, 2.13963], [-2.79718, 1.79105, -1.36135], [-3.90960, 3.08577, -3.14674], [-2.95378, 5.23435, -3.90016], [-0.85085, 6.06723, -2.89327], [0.29230, 4.73094, -1.14194]],
  "forces_ev_per_a": [[0.283, 0.092, 0.095], [-0.057, -0.103, 0.058], [0.180, 0.072, 0.083], [-0.293, 0.177, -0.145], [0.151, -0.111, -0.085], [0.306, -0.163, 0.468], [-0.187, 0.243, -0.468], [0.165, -0.160, 0.047], [0.047, 0.071, 0.063], [0.073, -0.037, -0.094], [-0.049, -0.042, -0.016], [-0.071, -0.094, 0.126], [0.029, 0.019, -0.059], [0.004, 0.005, -0.024], [0.026, -0.007, -0.050], [-0.276, -0.169, 0.142], [0.227, 0.102, 0.020], [-0.281, -0.075, 0.215], [0.198, 0.121, 0.194], [0.041, -0.361, -0.727], [-0.148, 0.423, 0.556], [0.184, -0.154, -0.155], [-0.074, 0.081, -0.048], [0.014, 0.080, 0.126], [-0.026, -0.005, 0.069], [-0.058, -0.063, -0.112], [-0.009, 0.136, -0.033], [-0.086, -0.057, -0.056], [0.048, 0.118, 0.015], [-0.020, -0.184, -0.156], [0.021, 0.020, -0.034], [-0.016, -0.002, -0.057], [0.025, 0.033, -0.011], [-0.018, -0.047, -0.017], [0.064, -0.043, 0.048], [0.019, -0.011, 0.014], [-0.128, -0.087, -0.002], [-0.055, 0.043, 0.035], [-0.021, -0.005, 0.048], [0.062, -0.071, -0.085], [-0.025, -0.090, -0.054], [-0.120, -0.145, 0.105], [-0.045, 0.085, 0.010], [-0.014, -0.002, -0.126], [-0.027, -0.220, 0.262], [0.203, 0.060, -0.143], [-0.016, 0.076, 0.058], [0.019, 0.215, -0.016], [0.148, -0.170, 0.212], [-0.139, 0.026, -0.001], [-0.228, -0.049, -0.578], [-0.172, 0.038, -0.083], [0.312, -0.464, 0.008], [-0.027, 0.234, -0.040], [0.008, -0.008, 0.018], [-0.030, -0.025, -0.005], [0.022, 0.011, -0.018], [-0.001, -0.053, 0.019], [-0.024, -0.036, -0.008], [0.026, 0.001, -0.066], [0.089, -0.041, -0.004], [-0.020, 0.034, 0.012], [-0.045, 0.002, 0.019], [-0.028, 0.065, 0.243], [0.187, 0.108, -0.089], [-0.011, -0.079, 0.159], [-0.055, 0.034, -0.094], [0.004, -0.044, -0.050], [0.109, -0.182, 0.007], [-0.616, -0.090, -0.018], [-0.018, 0.930, 0.095], [0.126, -0.092, -0.065], [0.057, -0.015, 0.074], [-0.105, -0.059, -0.013], [0.032, -0.001, 0.077], [-0.012, 0.012, 0.047], [-0.039, -0.054, 0.048], [0.188, -0.096, 0.041], [0.086, 0.057, 0.032], [-0.098, 0.080, -0.028], [-0.049, -0.027, 0.022], [0.033, 0.054, -0.025], [-0.004, -0.008, -0.060], [-0.043, 0.026, 0.013], [0.005, -0.003, 0.003], [0.003, 0.015, 0.010], [-0.006, 0.000, 0.012], [0.008, 0.009, -0.021], [-0.016, 0.019, -0.008], [0.029, 0.059, 0.037], [0.026, 0.008, -0.016], [0.025, -0.006, 0.000], [-0.007, 0.016, -0.003]],
  "total_charge": -1,
  "de_lowest_kj_mol": 52.9,
  "gap_ev": 6.83,
  "e_homo_ev": -4.58,
  "lumo_energy_ev": 2.2,
  "largest_force_ha_per_bohr": 0.018
}

---

3.
{
  "formula": "C13H19BrPbSi",
  "method": "the ωB97M-V functional and the def2-TZVPD basis",
  "species": ["C", "C", "C", "H", "C", "C", "H", "H", "H", "H", "Pb", "Br", "C", "C", "C", "H", "C", "C", "H", "H", "H", "H", "C", "Si", "C", "C", "H", "H", "H", "H", "H", "H", "H", "H", "H"],
  "coordinates": [[-1.02278, -1.40980, -2.63785], [-1.09109, -2.42077, -1.65831], [-1.88759, -1.93406, -0.56568], [-0.60194, -3.39073, -1.68874], [-2.26885, -0.55760, -0.89740], [-1.74696, -0.28242, -2.19101], [-1.79527, 0.68893, -2.67570], [-0.52956, -1.50711, -3.59725], [-1.99033, -2.40532, 0.42662], [-2.76844, 0.14298, -0.21850], [0.25324, -0.58591, 0.06446], [1.33848, -2.91420, 1.24397], [2.50348, 0.67303, -0.47765], [1.64017, 1.44892, -1.36906], [1.44126, 0.68235, -2.52924], [1.13158, 2.36528, -1.09165], [2.14961, -0.54159, -2.40674], [2.79807, -0.56954, -1.15104], [3.36858, -1.39027, -0.72174], [2.72951, 0.90022, 0.57304], [0.84335, 0.97473, -3.37485], [2.15160, -1.36069, -3.11326], [1.19859, 1.02048, 2.85103], [-0.40638, 0.87663, 1.97501], [-1.54121, -0.41560, 2.64001], [-1.13025, 2.39408, 1.26195], [1.70511, 0.05480, 3.01106], [0.73341, 1.39559, 3.79063], [1.87068, 1.75496, 2.38507], [-1.73172, 0.14306, 3.58109], [-2.46984, -0.56709, 2.07305], [-1.04029, -1.37505, 2.85031], [-1.39702, 2.83567, 2.24145], [-0.40658, 3.03510, 0.74212], [-2.03063, 2.24096, 0.65481]],
  "forces_ev_per_a": [[-0.834, -0.596, 0.044], [-1.382, 0.217, 0.045], [-0.255, 0.720, -0.583], [-0.024, 0.259, 0.038], [0.027, -1.389, -0.198], [-0.114, -0.093, 0.714], [-0.005, -0.178, -0.027], [0.136, 0.127, 0.148], [-0.105, 0.143, -0.722], [0.055, -0.304, -0.392], [1.029, -0.652, -2.446], [0.350, -0.830, 1.020], [-0.152, 0.042, -0.977], [1.002, -0.948, 0.866], [0.762, -0.233, 0.220], [0.117, 0.064, -0.150], [0.647, 0.592, 0.283], [0.083, 1.310, -0.143], [-0.222, 0.169, -0.133], [0.125, 0.015, -0.647], [-0.218, -0.007, -0.102], [-0.103, 0.047, -0.030], [-0.524, 0.780, 1.611], [1.176, -1.972, -2.944], [-0.623, 0.878, 1.810], [-0.576, 1.064, 1.258], [-0.347, 0.384, -0.105], [1.364, 0.162, 0.618], [-0.314, -0.183, 0.330], [-0.923, -1.015, 0.573], [0.352, 0.161, 0.190], [-0.098, 0.486, -0.125], [-0.539, 1.125, -0.454], [-0.181, -0.291, 0.200], [0.311, -0.056, 0.210]],
  "total_charge": -2,
  "gap_ev": 3.75,
  "e_homo_ev": 1.72,
  "lumo_energy_ev": 5.5,
  "largest_force_ha_per_bohr": 0.073
}

---

4.
{
  "formula": "C4H9NO2",
  "method": "the ωB97M-V functional and the def2-TZVPD basis",
  "species": ["C", "C", "N", "C", "O", "O", "C", "H", "H", "H", "H", "H", "H", "H", "H", "H"],
  "coordinates": [[1.38116, 1.47687, -0.75403], [-0.04287, 1.00313, -0.37072], [-0.17151, -0.50184, -0.05664], [0.47111, -0.90579, 1.39379], [1.30138, -0.12793, 1.81272], [-0.09380, -1.92795, 1.72922], [-1.59462, -1.30681, 0.04517], [1.75900, 0.99713, -1.66465], [1.37374, 2.56029, -0.96182], [2.08745, 1.30690, 0.06038], [-0.34789, 1.55468, 0.52202], [-0.72644, 1.24299, -1.18966], [0.42454, -0.95591, -0.75698], [-1.63536, -2.37032, 0.38566], [-2.21854, -0.77142, 0.76827], [-1.96734, -1.27402, -0.96275]],
  "forces_ev_per_a": [[-0.138, -0.329, 0.081], [-0.404, -0.201, 0.051], [-0.633, -0.711, 0.093], [0.248, -0.379, 0.931], [-0.180, 0.021, -0.392], [1.032, -0.103, 0.966], [0.375, 1.147, -0.852], [-0.137, -0.068, 0.131], [-0.287, -0.415, 0.120], [-0.179, -0.091, -0.104], [-0.109, -0.296, -0.083], [-0.067, -0.147, 0.137], [-0.382, -0.208, 0.254], [1.160, 1.200, -0.494], [0.247, 0.208, -0.454], [-0.547, 0.374, -0.385]],
  "total_charge": 0,
  "de_lowest_kj_mol": 196.4,
  "gap_ev": 10.27,
  "smiles": "CC[N@H+](C)C(=O)[O-]",
  "e_homo_ev": -9.64,
  "lumo_energy_ev": 0.6,
  "largest_force_ha_per_bohr": 0.034
}